Here is a 3-piece molecular cluster, C16H36N7 overall in a non-equilibrium geometry from OMol25. Energies are from wB97M-V/def2-TZVPD.

## Properties
* energy relative to the best compared isomer or geometry (same formula, charge and spin): 600.60 kJ/mol
* total charge: +1
* LUMO level: -0.1684 Ha
* strongest force on any atom: 10.4 eV Å⁻¹
* M: 326.51 g/mol
* HOMO energy: -9.5344 eV
* total energy: -1013.9004 a.u.

```
59
Properties=species:S:1:pos:R:3:mulliken_charge:R:1
C 3.553 -8.309 -0.081 -0.135
C 2.540 -7.311 -0.216 -0.173
N 1.555 -6.197 0.058 0.327
N 0.224 -6.599 0.307 -0.287
C -0.533 -5.309 0.596 -0.015
N 0.348 -4.053 0.509 -0.385
C 1.704 -4.696 0.160 0.402
N 2.857 -3.979 -0.026 0.111
N 4.109 -4.476 -0.344 -0.750
H 4.373 -9.143 0.137 0.387
H -0.162 -7.571 0.332 0.270
H -1.690 -5.347 0.851 0.359
H 2.783 -2.923 0.085 0.312
H 4.147 -4.838 -1.344 0.298
H 4.388 -5.240 0.331 0.278
C 0.519 -2.049 -2.297 -1.298
C 0.221 -0.609 -2.704 -0.015
N -1.183 -0.356 -3.047 0.110
C -1.395 0.960 -3.659 -0.785
C -1.122 2.193 -2.800 -0.842
C -2.173 -0.735 -2.037 -0.966
C -2.063 -0.081 -0.664 -0.631
H 0.241 -2.751 -3.089 0.296
H 1.592 -2.164 -2.108 0.412
H -0.001 -2.333 -1.378 0.220
H 0.841 -0.394 -3.584 0.447
H 0.567 0.057 -1.907 -0.027
H -2.423 1.022 -4.041 0.350
H -0.762 1.026 -4.553 0.391
H -1.924 2.370 -2.081 0.202
H -1.072 3.080 -3.440 0.471
H -0.173 2.126 -2.260 0.190
H -2.131 -1.823 -1.903 0.312
H -3.183 -0.558 -2.432 0.361
H -1.033 -0.018 -0.307 0.156
H -2.627 -0.670 0.071 0.473
H -2.496 0.920 -0.661 0.155
C -2.766 3.168 2.028 -1.025
C -1.739 4.232 2.407 -0.320
N -0.520 3.702 3.026 0.058
C 0.337 4.749 3.594 -0.690
C 0.963 5.753 2.628 -0.938
C 0.188 2.665 2.274 -0.829
C 0.678 3.021 0.875 -0.664
H -3.067 2.578 2.899 0.338
H -3.662 3.649 1.621 0.448
H -2.388 2.489 1.258 -0.094
H -2.232 4.905 3.121 0.443
H -1.513 4.829 1.518 0.233
H 1.138 4.284 4.183 0.345
H -0.255 5.312 4.328 0.409
H 1.807 5.321 2.088 0.231
H 1.353 6.606 3.192 0.390
H 0.242 6.143 1.904 0.267
H -0.465 1.787 2.195 0.366
H 1.042 2.305 2.865 0.342
H -0.056 3.593 0.303 0.186
H 0.885 2.102 0.311 0.205
H 1.611 3.585 0.908 0.322
```